299
Properties=species:S:1:pos:R:3:forces:R:3 method="wB97M-V/def2-TZVPD" energy_ev=-163664.4992 homo_lumo_gap_ev=9.43 spin_multiplicity=1 largest_force_ev_per_a=4.1 relative_energy_ev=0.000 homo_ev=-9.01 molar_mass_g_mol=1744.3
C 3.347221 -11.402412 -5.982331 -0.7 0.6 1.8
O 2.829813 -10.069502 -5.728776 0.3 -0.4 -0.2
C 3.521677 -9.089273 -6.495810 1.7 -1.0 1.7
C 3.117026 -7.678481 -6.201198 -1.3 0.7 1.0
O 3.618440 -7.223652 -4.941536 -0.1 0.6 0.4
C 3.141982 -5.901803 -4.483836 0.9 -1.6 -0.9
C 4.175655 -5.384343 -3.495738 -0.2 1.0 -0.2
O 3.569976 -4.253189 -2.856362 0.5 0.2 -0.6
C 4.521506 -3.396958 -2.220234 -0.9 -0.9 0.0
H 2.520498 -12.060503 -5.578946 1.4 0.4 -0.4
H 4.348666 -11.537931 -5.485216 -1.0 0.0 0.0
H 3.527981 -11.608600 -7.019728 -0.3 0.1 -0.8
H 3.339156 -9.362608 -7.502200 0.0 0.3 -1.5
H 4.635990 -9.227057 -6.272189 -1.1 0.4 -0.4
H 2.011952 -7.605090 -6.137533 0.3 -0.2 -0.4
H 3.448869 -7.026234 -7.013859 0.1 0.0 -0.1
H 2.173504 -5.922383 -4.010576 -0.5 -0.5 0.3
H 3.029175 -5.282088 -5.378500 0.3 0.3 0.2
H 5.084637 -5.134088 -4.071085 -0.2 0.3 0.2
H 4.491021 -6.074989 -2.718086 -0.3 -0.6 -0.1
H 4.826667 -3.873892 -1.293338 0.0 0.2 0.6
H 4.032816 -2.429410 -2.043031 0.4 -0.3 -0.1
H 5.413468 -3.345682 -2.819347 0.4 0.6 -0.5
C -1.834922 3.093856 4.413749 -0.8 -1.6 -1.0
O -1.272719 4.249235 3.931483 -0.4 1.5 -0.9
C -1.142523 4.232322 2.502824 0.7 0.5 0.9
C -0.439633 5.513438 2.045902 1.1 -1.5 -0.3
O -1.320603 6.602266 1.952175 0.7 0.8 0.5
C -0.545084 7.760141 1.625752 -0.2 0.3 -0.8
C 0.087205 8.453576 2.839714 0.4 0.1 -1.5
O 1.427515 7.987450 2.988735 -0.1 0.4 0.0
C 2.109587 8.566131 4.084393 -0.2 0.3 0.4
H -2.207955 3.328185 5.393544 0.1 -0.4 0.7
H -1.090890 2.256770 4.357572 -0.6 0.4 0.5
H -2.732752 2.743763 3.806987 1.0 0.4 0.5
H -2.119455 4.045245 1.982082 0.8 0.2 0.5
H -0.430751 3.415489 2.358169 -0.1 -0.2 -0.9
H -0.106143 5.303616 1.005382 0.2 -0.1 0.6
H 0.527159 5.693600 2.671696 -1.8 -0.1 -0.8
H -1.240052 8.469928 1.130983 0.3 -0.4 0.3
H 0.254187 7.488466 0.877069 -0.6 0.3 0.6
H -0.555614 8.176851 3.669132 0.0 0.4 0.6
H 0.104908 9.552423 2.589697 -0.1 -0.8 0.7
H 3.191722 8.434402 3.952314 -0.4 -0.4 0.1
H 1.727603 8.102082 5.012270 0.5 0.2 -0.1
H 1.971448 9.663223 4.173250 -0.3 -0.4 -0.2
C -8.124153 4.160563 -7.389600 0.3 2.6 0.4
O -7.584055 4.529139 -6.111341 -0.2 -0.6 -0.4
C -8.230846 4.007104 -4.972708 -0.1 0.7 0.6
C -7.342655 4.052596 -3.742268 -0.3 -0.3 -0.1
O -6.549235 2.839675 -3.637437 -1.6 1.4 -1.1
C -5.780128 2.778739 -2.504617 -0.5 -1.1 2.0
C -6.564948 2.762152 -1.166608 -0.7 -0.4 0.3
O -6.875904 4.080454 -0.731812 0.2 0.2 0.1
C -7.586802 4.118322 0.512725 1.5 0.6 -0.8
H -7.337803 4.404866 -8.100779 0.1 -0.5 -0.1
H -8.950327 4.827602 -7.690965 0.0 -0.1 0.4
H -8.480370 3.177721 -7.447682 -0.1 -1.7 0.0
H -8.435803 2.960795 -5.018582 -0.6 -1.0 -0.8
H -9.178737 4.561664 -4.740876 0.6 -0.3 -0.3
H -8.064109 4.147640 -2.909068 0.8 -0.1 0.1
H -6.676300 4.906920 -3.804304 0.2 0.3 0.3
H -5.077504 3.544882 -2.369659 1.1 1.7 -0.4
H -5.191721 1.890815 -2.649970 0.2 -0.7 0.4
H -6.135038 2.190383 -0.324003 0.7 0.3 -0.5
H -7.518717 2.265205 -1.297304 -0.5 -0.4 -0.5
H -6.913313 3.827967 1.310512 0.1 -0.5 0.3
H -8.449342 3.468340 0.468777 -0.6 0.1 0.2
H -7.756054 5.181505 0.700889 -0.7 -0.2 -0.1
C 8.737840 -4.699733 2.551415 1.4 2.0 1.2
O 7.515151 -4.513474 3.140012 -2.8 -0.2 -0.2
C 6.438581 -4.646506 2.189796 1.5 -0.3 -0.7
C 5.185609 -4.026821 2.644537 -1.6 -0.5 0.8
O 4.822732 -4.590732 3.906993 0.5 0.2 0.0
C 3.564217 -4.207347 4.378223 -1.0 -1.8 0.4
C 3.431158 -4.545771 5.825531 -0.3 0.8 1.7
O 4.084138 -3.596258 6.649500 1.5 -0.1 0.0
C 3.936918 -3.879804 8.034565 1.4 -0.7 -1.5
H 8.867661 -3.862952 1.874978 0.6 0.0 -0.7
H 8.936645 -5.626889 2.080751 -0.1 -1.2 -0.5
H 9.437236 -4.534170 3.389889 0.1 -0.3 -0.5
H 6.315290 -5.697306 1.964809 -0.2 -0.5 0.1
H 6.690536 -4.189673 1.203102 0.2 0.1 0.6
H 4.348919 -4.283669 1.952940 0.7 0.5 -0.1
H 5.299064 -2.948648 2.720672 -0.1 0.2 0.1
H 2.759075 -4.927819 4.068409 0.3 0.8 -1.2
H 3.315555 -3.182842 4.151426 -0.2 0.4 -0.2
H 3.704481 -5.622565 5.986707 0.3 0.9 0.1
H 2.418553 -4.397308 6.227512 -0.7 -0.7 -1.0
H 2.915609 -3.738784 8.284184 -1.0 0.5 0.9
H 4.701135 -3.284914 8.538179 -0.6 0.1 0.3
H 4.175076 -4.937821 8.179185 0.1 -0.1 0.3
C 1.676686 1.495684 4.001827 -0.7 0.4 -1.9
O 2.470266 0.406745 4.252468 0.4 -1.0 1.4
C 3.225405 0.602502 5.448637 0.8 0.8 -1.4
C 4.272365 -0.500013 5.489586 -1.2 1.4 0.9
O 5.194582 -0.291763 4.482274 0.0 -0.2 -1.0
C 6.314033 -1.140410 4.701024 0.3 2.1 2.0
C 7.260852 -0.985432 3.562192 0.4 -0.1 -0.5
O 8.324935 -0.063998 3.809936 0.7 -1.3 -0.5
C 8.039766 1.247961 4.150184 0.5 0.4 0.5
H 0.937007 1.720302 4.772239 0.2 0.1 0.3
H 1.108074 1.229376 3.084586 0.2 0.4 0.4
H 2.331758 2.345051 3.761904 -0.4 0.3 0.2
H 2.586871 0.733606 6.342479 0.2 -0.5 -0.3
H 3.779649 1.577501 5.310018 -0.3 -0.7 0.3
H 3.808409 -1.478942 5.473289 0.0 -0.3 0.0
H 4.787683 -0.330183 6.416493 0.3 -0.4 1.1
H 5.962246 -2.082236 5.039282 -0.1 -1.6 -0.6
H 6.781786 -0.741795 5.649538 0.2 -0.3 -0.7
H 6.673275 -0.704832 2.687100 0.0 0.4 -0.2
H 7.715788 -1.941055 3.281413 0.2 0.2 0.4
H 7.432495 1.737061 3.423979 -0.9 0.4 -0.6
H 8.958250 1.859770 4.190748 0.0 -0.7 0.0
H 7.607068 1.288995 5.140761 -0.5 0.3 0.3
C -3.229694 -3.335324 1.263831 1.1 -0.7 -0.1
O -4.377280 -2.981284 1.954955 0.0 0.6 1.0
C -4.011775 -2.831834 3.308323 -1.1 1.1 0.8
C -4.994771 -1.878429 3.973800 -1.2 -0.2 0.8
O -4.968246 -0.591800 3.395673 1.2 -0.3 -0.5
C -6.125568 0.164462 3.516996 -1.1 -1.0 1.6
C -6.204236 1.320604 2.543250 1.1 -0.4 -0.4
O -5.223176 2.371388 2.593074 -0.4 -1.4 -0.3
C -5.289355 3.272178 3.641446 -0.7 0.5 1.8
H -2.628475 -4.015140 1.914055 -0.2 0.0 -0.9
H -2.596489 -2.474752 1.048131 0.1 0.2 -0.1
H -3.539317 -3.774571 0.328436 0.1 -0.4 -0.3
H -3.001589 -2.424176 3.517872 -0.2 -0.2 -0.7
H -4.078872 -3.792816 3.816790 0.1 -0.2 0.1
H -4.768258 -1.828771 5.050885 0.3 0.1 0.0
H -6.043033 -2.276473 3.976381 0.6 0.1 -0.5
H -6.247703 0.440499 4.622500 -0.1 0.0 -1.3
H -6.974165 -0.547401 3.233900 0.5 1.1 0.4
H -7.196357 1.709364 2.625863 -0.8 0.6 0.1
H -6.112279 0.842018 1.555308 0.2 0.5 0.1
H -6.260553 3.809625 3.723477 0.5 0.3 -0.9
H -4.397432 3.905044 3.552944 -0.7 0.3 0.0
H -5.290858 2.865442 4.680090 0.6 -0.6 -0.6
C 1.764350 2.691068 -0.535654 -0.6 -0.6 1.2
O 0.583033 3.497695 -0.506882 0.4 -0.9 -0.7
C 0.068109 3.748238 -1.811418 0.0 1.0 0.7
C -0.991236 4.835031 -1.607623 0.5 0.6 -0.8
O -1.593708 5.037150 -2.875190 0.3 0.2 0.0
C -2.644376 5.981195 -2.884932 -0.5 0.0 0.0
C -3.098012 6.193822 -4.319244 0.0 0.1 0.4
O -3.880698 5.080191 -4.683360 -0.1 -0.2 -0.1
C -4.527733 5.226625 -5.935311 0.8 0.3 -0.4
H 2.614258 3.240533 -0.898077 0.5 0.5 0.2
H 1.727007 1.788378 -1.155073 -0.6 0.1 -0.2
H 1.883132 2.311644 0.512005 0.3 0.6 -0.8
H -0.409536 2.878106 -2.244072 0.0 -0.4 -0.1
H 0.872075 4.084193 -2.499964 -0.4 0.0 0.3
H -0.543678 5.774489 -1.201936 -0.1 -0.4 -0.4
H -1.735253 4.546260 -0.880554 -0.3 -0.5 0.4
H -2.340261 6.958341 -2.458265 0.0 -0.4 0.1
H -3.500900 5.553707 -2.319847 0.3 0.5 -0.1
H -2.195208 6.385351 -4.922869 -0.2 -0.5 -0.3
H -3.710767 7.098957 -4.421673 0.0 0.1 0.3
H -5.254042 4.429330 -6.074891 0.2 0.0 0.2
H -3.742873 5.183244 -6.736133 -0.7 0.2 0.3
H -5.073764 6.190396 -5.978701 0.2 -0.3 -0.1
C -6.314088 12.938144 -3.405130 -0.8 -0.2 0.4
O -7.601482 12.385578 -3.699958 0.6 0.4 -0.1
C -7.850101 11.266168 -2.886875 0.8 0.1 0.6
C -6.894403 10.103120 -3.224786 -1.7 -1.1 1.1
O -6.804512 9.236954 -2.075688 0.3 0.1 -0.3
C -6.362904 7.923415 -2.439125 -0.8 1.0 -1.0
C -5.952158 7.089754 -1.292701 1.5 -1.2 -0.4
O -4.774252 7.506807 -0.648806 0.3 1.0 -0.4
C -4.257439 6.548564 0.226944 0.3 -0.2 0.6
H -5.536881 12.221146 -3.658187 0.3 0.3 -0.3
H -6.252742 13.083558 -2.316279 0.1 0.3 -0.2
H -6.222707 13.880484 -3.944603 0.1 -0.2 0.1
H -8.897720 11.045689 -3.024918 -0.2 -0.5 -0.2
H -7.740192 11.525657 -1.807064 0.2 -0.1 -0.5
H -5.932798 10.400192 -3.575431 0.9 0.4 0.1
H -7.316705 9.512159 -4.020814 -0.4 -0.2 -0.6
H -5.575794 8.020351 -3.207381 0.1 -0.2 0.4
H -7.203389 7.371567 -2.926432 0.3 0.3 0.2
H -5.709054 6.112002 -1.745093 -0.5 -0.1 0.1
H -6.737182 6.939787 -0.583263 -0.8 0.0 0.6
H -3.422386 7.004704 0.803356 -0.5 -0.4 -0.6
H -3.930093 5.607604 -0.278476 -0.1 0.6 0.2
H -5.036555 6.267957 0.938245 -0.1 -0.2 0.3
C -1.576015 -6.348395 -0.217288 1.1 0.5 -0.7
O -1.040680 -6.162869 1.107953 -0.8 -0.4 -1.3
C -1.707493 -7.041646 1.987284 0.1 0.6 -0.4
C -1.046575 -6.934524 3.346839 -0.4 -0.4 0.2
O -1.092171 -5.626785 3.890456 -0.1 -0.6 0.5
C -0.370791 -5.519702 5.145845 -1.2 3.1 -2.4
C -0.514274 -4.011385 5.447768 -0.7 -0.7 0.7
O 0.186593 -3.193109 4.589386 0.7 -0.5 -1.1
C 0.039334 -1.844946 4.878942 0.1 0.9 -1.0
H -1.257949 -7.321676 -0.678870 -0.4 0.4 0.7
H -1.071076 -5.592022 -0.864739 -0.6 -0.3 0.5
H -2.685064 -6.232307 -0.279100 0.7 -0.1 0.3
H -1.660614 -8.055776 1.524939 0.0 0.2 0.9
H -2.766978 -6.733164 2.030084 0.1 -0.2 0.2
H 0.004451 -7.199687 3.269075 0.2 -0.5 -0.1
H -1.611460 -7.639869 3.986147 0.5 0.1 0.1
H 0.645185 -5.778757 5.001187 1.2 -0.5 -0.1
H -0.815756 -6.038933 5.942665 -0.7 -1.1 1.0
H -0.177722 -3.805586 6.455825 0.1 -0.1 0.7
H -1.589739 -3.745194 5.400171 0.2 -0.3 0.1
H 0.576763 -1.257363 4.117925 -0.2 -0.3 0.1
H 0.480100 -1.563585 5.809384 0.4 0.0 1.1
H -1.003997 -1.528638 4.904360 -0.3 0.0 -0.1
C 2.373108 -6.232226 0.717477 -1.1 -0.2 -0.8
O 2.548601 -7.316243 -0.230290 1.0 -0.5 1.5
C 2.825507 -8.531688 0.486837 -0.5 -0.4 -0.5
C 3.181511 -9.675588 -0.442851 1.4 0.5 0.2
O 4.475212 -9.452913 -1.031086 -0.4 -0.3 1.4
C 4.359247 -9.093440 -2.371549 -0.8 -1.4 0.0
C 5.688369 -9.033748 -3.019650 -0.5 -0.5 -0.3
O 6.305262 -10.308796 -2.973520 -1.2 0.3 0.7
C 7.401192 -10.355516 -3.783765 1.2 2.5 -0.8
H 1.296161 -6.230455 1.020597 0.9 0.1 0.1
H 2.564927 -5.311177 0.151534 0.0 -0.1 0.3
H 3.022750 -6.317589 1.606738 -0.1 0.0 -0.4
H 1.935811 -8.862147 1.007570 -0.7 0.0 0.4
H 3.597256 -8.463848 1.264328 0.2 0.5 -0.3
H 2.433523 -9.789862 -1.218227 -0.3 -0.1 -0.2
H 3.262680 -10.615516 0.126029 -0.2 0.3 0.0
H 3.801926 -8.178371 -2.433877 -0.2 0.6 -0.5
H 3.773546 -9.913924 -2.820035 0.1 0.4 -0.6
H 6.284140 -8.263617 -2.583011 0.9 0.5 0.6
H 5.495551 -8.731653 -4.040485 0.1 0.0 -0.6
H 7.766179 -11.333837 -3.851757 0.4 -1.5 -0.2
H 8.240771 -9.708070 -3.404949 -0.5 -0.4 -0.1
H 7.167675 -9.922945 -4.782804 0.1 -0.5 0.2
C 0.721049 -3.338214 1.490271 -0.5 -0.6 -0.7
O 1.674515 -2.741147 0.613491 -0.3 -0.6 0.5
C 1.227899 -1.635719 -0.156845 -1.0 -0.7 1.0
C 0.575157 -0.628167 0.762666 0.4 2.7 -0.7
O -0.807148 -0.544615 0.627994 -1.3 -1.4 -0.7
C -1.441225 0.233952 1.597411 1.1 0.6 0.3
C -2.935599 0.282108 1.463146 -0.6 0.3 -1.1
O -3.476159 0.882075 0.258809 0.3 -0.7 0.1
C -3.107366 2.232747 0.053232 0.1 -0.3 1.2
H 0.055840 -4.037011 0.983147 0.2 -0.2 -0.4
H 0.020796 -2.692912 1.993182 0.0 0.9 0.2
H 1.215328 -3.892780 2.270461 0.5 -0.1 0.1
H 0.572107 -1.904775 -1.003377 0.1 -0.1 0.3
H 2.144489 -1.257545 -0.519025 0.8 0.7 -0.8
H 0.939590 0.425681 0.529553 0.1 -1.1 0.2
H 0.843283 -0.811356 1.793950 0.3 -0.2 0.4
H -0.932506 1.218340 1.582409 -0.5 0.2 0.0
H -1.202536 -0.135357 2.610369 -0.2 -0.3 0.0
H -3.318294 0.886247 2.262189 -0.1 0.2 0.8
H -3.394180 -0.721871 1.539911 0.3 0.7 -0.2
H -3.524201 2.889983 0.861748 0.6 -0.5 -0.4
H -3.581780 2.549414 -0.853039 -0.1 0.1 -0.7
H -2.008351 2.286689 -0.030884 -0.3 0.5 0.0
C -2.272141 -3.237696 -3.250831 1.0 0.8 0.6
O -1.350652 -2.168987 -2.997426 0.4 -1.1 -1.1
C -1.949906 -1.002122 -2.526415 -1.4 0.2 -0.1
C -1.042876 0.187364 -2.591317 0.8 0.8 -0.4
O -0.874949 0.827097 -3.868241 0.8 -0.8 0.7
C -1.928243 1.619578 -4.294932 -1.1 0.2 0.8
C -1.532957 2.387235 -5.501278 -1.2 0.1 0.1
O -1.727712 1.605075 -6.621941 0.9 -1.2 0.0
C -1.329834 2.203134 -7.794456 0.0 0.0 -1.1
H -2.690213 -3.579546 -2.322625 -0.4 -0.3 0.6
H -1.774099 -4.064648 -3.730043 0.5 -0.1 -0.1
H -3.054138 -2.922580 -3.897369 -0.9 0.5 -0.6
H -2.199993 -1.167575 -1.475748 -0.3 0.3 0.1
H -2.882917 -0.769272 -3.109578 0.5 -0.3 0.5
H -0.028875 -0.118227 -2.328334 0.0 0.0 0.1
H -1.369570 0.946552 -1.862131 -0.1 -0.3 0.0
H -2.181714 2.450037 -3.611745 0.0 -0.5 0.7
H -2.824932 0.973163 -4.417812 0.2 0.7 -0.4
H -0.550410 2.801686 -5.330696 0.8 -0.2 -0.3
H -2.200312 3.232487 -5.583836 -0.4 0.7 0.1
H -1.552039 1.472454 -8.566832 0.2 0.0 -0.3
H -0.258631 2.494518 -7.865061 -0.5 -0.1 0.3
H -1.974192 3.056054 -7.981084 0.0 0.7 -0.2
C 4.097198 -0.728024 1.343988 0.2 1.5 0.5
O 4.947206 0.273511 0.827007 0.3 0.6 -0.1
C 4.950127 1.416308 1.643597 -0.3 1.0 0.2
C 5.933229 2.429922 1.115632 0.3 0.9 0.4
O 5.533334 3.007493 -0.116969 -0.8 -1.1 -0.5
C 6.561513 3.499999 -0.930343 1.0 0.4 0.3
C 6.127236 3.712083 -2.398522 0.4 0.0 1.2
O 5.967732 2.468377 -3.031493 -1.4 -0.1 -0.5
C 4.630119 1.907255 -2.931312 1.4 -1.1 -0.3
H 3.156901 -0.259978 1.638559 -0.2 -0.3 0.2
H 4.581560 -1.171977 2.194969 -0.2 -0.4 0.5
H 3.942522 -1.397980 0.558070 -0.3 -1.3 -1.0
H 5.124383 1.175427 2.713491 0.3 0.0 -0.6
H 4.006419 1.974936 1.641532 -0.6 -0.5 -0.2
H 6.881022 1.907799 1.048773 0.6 0.2 -0.3
H 5.997331 3.309476 1.801665 0.2 -0.8 0.2
H 7.438981 2.835728 -0.951669 -0.4 -0.5 -0.1
H 7.000823 4.373267 -0.413183 -0.3 0.5 -0.6
H 6.965180 4.210541 -2.899518 -0.2 0.0 0.0
H 5.233732 4.353025 -2.471181 0.1 -0.2 0.0
H 3.824088 2.562685 -3.237351 0.0 0.6 0.1
H 4.501287 1.515409 -1.922270 -0.3 0.2 0.1
H 4.622294 1.049663 -3.633871 0.0 0.5 0.4